[1]
Molecular formula: C35H31F2O10S
Method: DFT, wB97M-V/def2-TZVPD

Element x y z (Å)
C  -2.69416  3.59714  -0.22518
C  -1.77877  4.44863  -1.12239
C  -0.47540  4.90091  -0.44565
C  0.79324  4.04969  -0.66404
C  0.56048  2.51990  -0.65488
S  0.55136  1.69471  -2.20619
F  0.09249  2.77903  -3.19305
F  -0.74985  0.86977  -2.04297
H  -3.19520  2.80745  -0.79034
H  -3.48084  4.20240  0.22286
H  -2.14944  3.11221  0.58894
H  -1.56187  3.91361  -2.04453
H  -2.32863  5.33279  -1.44489
H  -0.22585  5.90025  -0.80769
H  -0.63257  5.00239  0.63027
H  1.43948  4.21946  0.19652
H  1.34582  4.38110  -1.54476
H  1.39752  2.00905  -0.16067
H  -0.36647  2.25738  -0.14205
C  3.45339  6.83559  4.30262
C  2.35807  6.25050  3.82573
C  2.44511  5.15287  2.83693
O  1.43525  4.62519  2.40173
C  3.79206  4.71883  2.39942
C  4.89036  5.29958  2.87300
C  4.80822  6.40829  3.86447
O  5.80673  6.93473  4.29273
H  3.41883  7.64060  5.02528
H  1.36077  6.54053  4.13021
H  3.83025  3.90581  1.68450
H  5.88712  5.00255  2.57311
C  -2.19496  -1.94494  -3.05648
C  -3.45343  -1.76215  -2.67251
C  -4.51840  -2.70612  -3.11752
O  -5.66823  -2.54414  -2.78498
C  -4.10823  -3.85780  -3.96913
C  -2.84089  -4.03959  -4.33433
C  -1.79635  -3.08408  -3.91194
O  -0.62271  -3.19952  -4.20552
H  -1.37805  -1.30994  -2.74441
H  -3.76811  -0.95814  -2.02014
H  -4.90148  -4.53224  -4.26481
H  -2.51812  -4.86931  -4.95001
C  4.53591  -3.73707  -2.26219
C  4.34381  -2.71242  -1.43307
C  3.07390  -1.94665  -1.44273
O  2.89524  -0.98181  -0.72136
C  2.02923  -2.38385  -2.39072
C  2.20979  -3.39936  -3.22810
C  3.48848  -4.16004  -3.23520
O  3.66916  -5.07960  -3.99729
H  5.45663  -4.30606  -2.27935
H  5.09564  -2.38337  -0.72707
H  1.10539  -1.81638  -2.37846
H  1.44321  -3.67544  -3.94070
C  -2.95370  -0.59217  3.90669
C  -3.20814  -1.30828  2.81477
C  -2.62632  -0.94318  1.50837
O  -2.84857  -1.56650  0.48973
C  -1.73166  0.23710  1.46624
C  -1.46962  0.96247  2.54712
C  -2.07433  0.60240  3.86346
O  -1.83345  1.26252  4.84694
H  -3.35903  -0.84623  4.87725
H  -3.83474  -2.18987  2.82530
H  -1.31287  0.44905  0.48992
H  -0.81771  1.82965  2.54818
C  -0.68850  -4.13410  0.42171
C  -0.28191  -5.17463  -0.29934
C  0.14598  -6.44272  0.34906
O  0.52047  -7.38547  -0.30927
C  0.09620  -6.50387  1.83377
C  -0.30981  -5.46214  2.55462
C  -0.72895  -4.19817  1.90426
O  -1.09078  -3.23997  2.55812
H  -1.01502  -3.20242  -0.02385
H  -0.24146  -5.15875  -1.38170
H  0.41036  -7.43794  2.28149
H  -0.35139  -5.47968  3.63614

Properties
HOMO, eV: -12.14
Molar mass, g/mol: 681.7
Charge: +1
Largest force on an atom, Eh/bohr: 0.0101

=====

[2]
Molecular formula: C35H31N12SeTc
Method: DFT, wB97M-V/def2-TZVPD

Element x y z (Å)
Tc  -0.08773  -0.78704  -0.37779
C  0.60680  1.09430  -4.31686
C  0.59471  0.16521  -3.28188
N  -0.06802  0.41407  -2.15112
C  -0.75774  1.57923  -2.06018
C  -0.70399  2.49129  -3.10585
N  -0.02175  2.25520  -4.21882
C  -1.57170  1.74398  -0.84257
C  -2.46576  2.76823  -0.59977
C  -3.23720  2.75314  0.56620
C  -3.06036  1.68252  1.45344
C  -2.14072  0.69705  1.16622
N  -1.42588  0.73454  0.02945
C  -1.78761  -0.43694  2.04794
C  -2.35509  -0.66798  3.29277
N  -1.95659  -1.65892  4.07994
C  -0.97300  -2.42992  3.64525
C  -0.38608  -2.23330  2.40015
N  -0.80265  -1.25076  1.60190
C  -4.20043  3.82805  0.85664
C  -5.38585  3.56321  1.53683
C  -6.26045  4.61308  1.77828
N  -6.01858  5.86578  1.40750
C  -4.88227  6.11675  0.76650
C  -3.94729  5.13827  0.45979
H  1.14189  0.88438  -5.23486
H  1.11196  -0.78066  -3.36568
H  -1.22398  3.43940  -3.04704
H  -2.59752  3.56247  -1.32041
H  -3.62318  1.65746  2.37511
H  -3.15129  -0.03874  3.66956
H  -0.63313  -3.22850  4.29291
H  0.41789  -2.86407  2.04833
H  -5.66453  2.56381  1.84537
H  -7.19795  4.43534  2.29136
H  -4.70521  7.14779  0.48488
H  -3.02907  5.42231  -0.03803
N  -3.18713  -0.77309  -2.07776
C  -2.80350  -1.98682  -1.64876
N  -3.70296  -2.94528  -1.66192
C  -3.29560  -4.16304  -1.29364
N  -4.17189  -5.14245  -1.23349
N  -1.99456  -4.46707  -0.99446
C  -1.19018  -3.45598  -0.96484
N  -1.51468  -2.15194  -1.20250
C  0.23855  -3.71522  -0.65478
C  0.73605  -5.00021  -0.58115
C  2.08367  -5.17898  -0.29632
C  2.87784  -4.06500  -0.07515
C  2.30740  -2.80760  -0.15176
N  1.01148  -2.62528  -0.45198
H  -4.10491  -0.72831  -2.49691
H  -2.49251  -0.14308  -2.43622
H  -5.13485  -4.97587  -1.48184
H  -3.87063  -6.07594  -1.00340
H  0.06863  -5.83313  -0.74744
H  2.50323  -6.17482  -0.24128
H  3.92870  -4.15799  0.16019
H  2.88831  -1.91841  0.04373
C  7.71460  1.01154  0.44307
C  6.22996  0.90798  0.50726
C  5.53815  1.11560  1.70482
C  4.16538  1.04638  1.78287
C  3.49584  1.30885  3.09986
C  3.43536  0.71632  0.59129
Se  1.59177  0.72247  0.77728
C  4.12452  0.53251  -0.64724
C  3.40663  0.32598  -1.94746
C  5.49349  0.61806  -0.65522
H  8.15232  1.22714  1.41400
H  8.00511  1.80048  -0.25484
H  8.14283  0.08199  0.06135
H  6.10238  1.34561  2.59965
H  4.24373  1.48366  3.86905
H  2.87338  0.47099  3.41444
H  2.85611  2.19188  3.04762
H  2.40707  -0.07300  -1.78907
H  3.95919  -0.35311  -2.59684
H  3.30414  1.27714  -2.47580
H  6.02692  0.48700  -1.58984

Properties
HOMO (alpha / beta), eV: -15.83 / -15.82
Molar mass, g/mol: 796.7
Charge: +3
Spin multiplicity: 4
Largest force on an atom, Eh/bohr: 0.0107

=====

[3]
Molecular formula: C35H31N2O4
Method: DFT, wB97M-V/def2-TZVPD

Element x y z (Å)
C  -2.30901  -6.99436  -1.06996
C  -2.96372  -6.37514  0.13871
N  -4.23134  -6.39789  0.23003
C  -2.07631  -5.73530  1.19304
C  -1.66697  -6.66263  2.34002
C  -0.76788  -7.86775  1.97236
C  -1.50806  -9.14380  2.41488
C  -2.96490  -8.71819  2.40900
N  -2.86137  -7.34080  3.01185
H  -2.48076  -6.34472  -1.92958
H  -1.23400  -7.11422  -0.95953
H  -2.76673  -7.95418  -1.30476
H  -4.57724  -5.83945  1.01273
H  -2.59282  -4.86463  1.60498
H  -1.13725  -5.37271  0.77049
H  -1.20016  -6.04334  3.10120
H  0.20255  -7.76691  2.45156
H  -0.60149  -7.89323  0.89901
H  -1.19619  -9.47804  3.40480
H  -1.34888  -9.96400  1.72014
H  -3.33648  -8.58666  1.39624
H  -3.67013  -9.31497  2.98024
H  -3.72755  -6.80286  2.99182
H  -2.60970  -7.46765  3.99312
C  1.48325  3.37858  0.97900
C  2.39633  2.97742  0.01035
C  2.67684  1.63318  -0.16794
C  2.04633  0.68118  0.62535
C  1.12820  1.08452  1.59989
C  0.84793  2.43605  1.76984
C  0.44080  0.09626  2.46939
O  -0.38197  0.42078  3.29743
C  0.79787  -1.34833  2.28800
C  0.20356  -2.29286  3.11811
C  0.51467  -3.63122  2.96082
C  1.41461  -4.03882  1.97986
C  2.00740  -3.10006  1.15400
C  1.70045  -1.75207  1.30858
C  2.36296  -0.75394  0.40668
O  3.12137  -1.12552  -0.46098
H  1.26636  4.43164  1.09496
H  2.87406  3.72589  -0.60660
H  3.38083  1.29889  -0.91787
H  0.13351  2.72611  2.52830
H  -0.49232  -1.95102  3.87258
H  0.06594  -4.36131  3.62510
H  1.66584  -5.08728  1.86693
H  2.71643  -3.38281  0.38753
C  -2.43101  7.18944  -1.09114
C  -2.81594  8.10249  -2.06688
C  -1.89660  8.55400  -2.99821
C  -0.58450  8.09791  -2.95547
C  -0.19586  7.18573  -1.97375
C  -1.12572  6.73151  -1.04492
C  1.20539  6.68521  -1.89686
O  1.53661  5.87341  -1.05549
C  2.18383  7.21462  -2.88749
C  3.50821  6.79679  -2.81704
C  4.43414  7.27178  -3.72962
C  4.04195  8.16546  -4.72012
C  2.72531  8.58680  -4.79504
C  1.79261  8.11590  -3.87867
C  0.38319  8.59613  -3.97686
O  0.03769  9.36044  -4.84985
H  -3.15262  6.83729  -0.36565
H  -3.83618  8.46163  -2.09906
H  -2.17303  9.26108  -3.76842
H  -0.80502  6.02140  -0.29486
H  3.79305  6.10325  -2.03770
H  5.46502  6.94813  -3.67079
H  4.76735  8.53480  -5.43300
H  2.39728  9.28301  -5.55483

Properties
HOMO, eV: -10.96
Molar mass, g/mol: 543.6
Charge: +1
Largest force on an atom, Eh/bohr: 0.0053

=====

[4]
Molecular formula: C35H31N6OPt
Method: DFT, wB97M-V/def2-TZVPD

Element x y z (Å)
Pt  -0.42522  1.38420  0.04116
C  -0.50121  1.98896  4.36786
C  -0.68401  0.70782  4.84503
C  -0.79095  -0.32602  3.92955
C  -0.75021  -0.04739  2.57602
N  -0.64050  1.21871  2.10859
C  -0.48092  2.19990  3.00069
C  -0.69043  -1.11843  1.56240
C  -1.04908  -2.43414  1.81152
C  -0.89513  -3.37479  0.80852
C  -0.38756  -2.97405  -0.41622
C  -0.07430  -1.64111  -0.59688
N  -0.21980  -0.72946  0.36641
H  -0.35499  2.83105  5.02774
H  -0.70687  0.50606  5.90696
H  -0.86586  -1.34845  4.26741
H  -0.30570  3.18662  2.61336
H  -1.46020  -2.71794  2.76863
H  -1.17314  -4.40563  0.98030
H  -0.24749  -3.67449  -1.22661
H  0.31162  -1.28671  -1.54128
N  0.09340  1.41368  -1.93644
C  -1.05117  1.30917  -2.80768
C  -1.15254  0.28704  -3.73133
C  -2.30203  0.18412  -4.50245
C  -3.32212  1.10697  -4.33108
C  -3.19243  2.13468  -3.40708
C  -2.04610  2.26296  -2.62741
C  -1.85692  3.37541  -1.65486
C  -2.39842  4.61316  -2.01072
C  -2.32938  5.70828  -1.16965
C  -1.70396  5.56374  0.05506
C  -1.14013  4.34424  0.40429
C  -1.17824  3.22052  -0.41862
H  0.81024  0.69973  -2.08816
H  0.56462  2.30792  -2.07193
H  -0.33861  -0.41886  -3.85581
H  -2.39803  -0.61187  -5.22806
H  -4.22746  1.02679  -4.91733
H  -4.00562  2.83544  -3.27344
H  -2.86729  4.72080  -2.98049
H  -2.74975  6.65777  -1.47233
H  -1.64008  6.39898  0.74177
H  -0.64458  4.30853  1.35781
C  0.54006  6.87270  4.21392
C  1.30033  5.66997  3.72474
C  1.68321  4.65194  4.59167
C  2.37966  3.53159  4.15689
C  2.69347  3.40806  2.80794
N  3.40603  2.31345  2.27111
C  3.64643  1.10705  2.86136
O  3.37668  0.81868  4.00744
N  4.33728  0.20788  2.04233
C  4.13991  -0.03902  0.67733
C  5.09647  -0.76389  -0.03037
C  4.87054  -1.05886  -1.35920
C  3.69575  -0.61785  -1.95199
N  2.77041  0.06713  -1.28545
C  2.98835  0.35081  -0.00036
C  2.32094  4.41799  1.92438
C  1.64722  5.53654  2.38243
H  0.70208  7.03430  5.27877
H  -0.53449  6.74981  4.05901
H  0.84595  7.77416  3.68363
H  1.45405  4.74260  5.64760
H  2.68098  2.76518  4.85292
H  3.81543  2.46617  1.36383
H  4.71675  -0.55963  2.57605
H  6.00465  -1.08451  0.46510
H  5.59617  -1.61756  -1.93345
H  3.49093  -0.82828  -2.99516
H  2.20395  0.88691  0.52866
H  2.56711  4.33248  0.87106
H  1.38448  6.31761  1.67851

Properties
HOMO, eV: -10.58
Molar mass, g/mol: 746.8
Charge: +1
Largest force on an atom, Eh/bohr: 0.0059

=====

[5]
Molecular formula: C35H32AsAuN3O
Method: DFT, wB97M-V/def2-TZVPD

Element x y z (Å)
Au  -0.09822  -0.91271  1.06149
C  4.19696  -1.22932  1.02041
C  2.88933  -0.94858  0.61579
N  1.86023  -1.23413  1.39865
C  2.06883  -1.91350  2.56782
C  3.34303  -2.19653  3.05144
C  4.43276  -1.80820  2.24340
C  3.45850  -2.91292  4.29043
C  2.36110  -3.37615  4.93267
C  1.05001  -3.19501  4.37744
C  -0.13279  -3.74289  4.91477
C  -1.32661  -3.56043  4.25807
C  -1.36571  -2.82932  3.06928
N  -0.26456  -2.29141  2.55958
C  0.92620  -2.45891  3.20127
H  5.00922  -0.97622  0.35336
H  2.67527  -0.48037  -0.33430
H  5.44529  -2.01273  2.56970
H  4.44700  -3.09942  4.68943
H  2.45868  -3.92481  5.86040
H  -0.09409  -4.31520  5.83358
H  -2.24558  -3.98338  4.63833
H  -2.28793  -2.68823  2.52588
C  -5.34445  -1.61847  1.38744
C  -4.66121  -0.66624  0.39000
C  -4.92193  -1.11032  -1.06088
C  -5.09176  0.79279  0.62350
C  -3.21327  -0.74317  0.61493
N  -2.08187  -0.80313  0.79113
H  -6.41235  -1.61333  1.17225
H  -5.20890  -1.28360  2.41592
H  -4.98673  -2.64306  1.28050
H  -5.99813  -1.07757  -1.22747
H  -4.58271  -2.13065  -1.23819
H  -4.44476  -0.44446  -1.77814
H  -6.16702  0.85022  0.45635
H  -4.59921  1.47417  -0.07063
H  -4.88873  1.11376  1.64448
O  0.02732  0.80320  0.07650
As  0.66949  1.53814  -1.38056
C  1.53081  0.15551  -2.36581
C  0.84503  -1.04233  -2.57186
C  1.45338  -2.06034  -3.28782
C  2.73253  -1.87685  -3.80464
C  3.40136  -0.67473  -3.62008
C  2.80319  0.35093  -2.89828
C  -0.82645  2.22393  -2.33044
C  -2.08304  1.64969  -2.16695
C  -3.14322  2.11424  -2.92852
C  -2.94990  3.14157  -3.84320
C  -1.69229  3.70178  -4.01140
C  -0.62215  3.24399  -3.25792
C  1.85935  2.89863  -0.81015
C  1.46327  4.23328  -0.88073
C  2.32314  5.22303  -0.42789
C  3.55875  4.88303  0.10171
C  3.94492  3.54979  0.18934
C  3.09738  2.55520  -0.26297
H  -0.17387  -1.16800  -2.21768
H  0.92652  -2.98798  -3.46722
H  3.19874  -2.66891  -4.37541
H  4.38407  -0.52918  -4.04842
H  3.32190  1.29238  -2.76410
H  -2.22753  0.85966  -1.44143
H  -4.12907  1.68253  -2.81673
H  -3.78240  3.50198  -4.43210
H  -1.54126  4.49374  -4.73207
H  0.36237  3.66230  -3.42629
H  0.48947  4.50897  -1.26076
H  2.02283  6.26022  -0.48572
H  4.22552  5.65902  0.45305
H  4.91047  3.29277  0.60328
H  3.41550  1.52221  -0.20681

Properties
HOMO, eV: -16.77
Molar mass, g/mol: 782.5
Charge: +3
Largest force on an atom, Eh/bohr: 0.0058

=====

[6]
Molecular formula: C35H32CuN4OP2STe
Method: DFT, wB97M-V/def2-TZVPD

Element x y z (Å)
Cu  0.81356  1.08166  -1.79543
O  2.75566  1.04716  -2.39523
N  3.38856  2.03666  -1.82153
C  4.64426  1.83336  -1.39773
C  5.39886  2.83256  -0.83523
C  4.83756  4.10576  -0.71153
C  3.54006  4.30026  -1.11793
C  2.77146  3.25426  -1.64973
S  1.14536  3.42666  -2.07863
H  5.01066  0.82806  -1.54783
H  6.40326  2.62726  -0.49893
H  5.41006  4.92626  -0.30223
H  3.05766  5.26206  -1.03923
Te  -2.30164  -1.01314  1.45797
C  -2.48324  0.48926  2.96747
C  -2.19154  0.18136  4.28957
C  -2.34614  1.15666  5.25787
N  -2.77874  2.38116  5.00477
C  -3.06094  2.67126  3.74307
C  -2.93474  1.77366  2.69817
C  -0.98134  0.09066  0.15417
P  -1.22364  0.11526  -1.58853
C  -2.92284  0.76936  -1.73263
C  -3.15994  1.93976  -1.01493
C  -4.41204  2.51826  -1.00103
C  -5.44584  1.94696  -1.72733
C  -5.20554  0.80966  -2.47983
C  -3.95294  0.22316  -2.48973
C  -1.51434  -1.51254  -2.41383
C  -1.21944  -1.60484  -3.77303
C  -1.41614  -2.78854  -4.45663
C  -1.90784  -3.89674  -3.78553
C  -2.20224  -3.81624  -2.43423
C  -1.99874  -2.63134  -1.75483
P  0.78196  0.04566  0.36497
C  0.90246  0.56956  2.10877
C  1.52776  -0.12854  3.13497
C  1.55626  0.39656  4.41357
C  0.98156  1.62746  4.68037
C  0.38076  2.34316  3.65587
C  0.34266  1.81686  2.38237
C  1.57166  -1.61264  0.53307
C  2.93906  -1.62594  0.26557
C  3.67256  -2.78624  0.39497
C  3.03896  -3.96404  0.76007
C  1.67466  -3.96794  0.99497
C  0.94146  -2.79924  0.87667
H  -1.83164  -0.80194  4.55857
H  -2.10144  0.95976  6.29567
H  -3.40424  3.68556  3.57237
H  -3.18314  2.06566  1.68877
H  -2.33104  2.37926  -0.47413
H  -4.58804  3.41446  -0.42193
H  -6.43144  2.39206  -1.71113
H  -6.00604  0.36856  -3.05803
H  -3.77924  -0.66564  -3.08003
H  -0.82274  -0.73474  -4.27813
H  -1.19714  -2.84854  -5.51423
H  -2.06184  -4.82864  -4.30883
H  -2.60044  -4.67684  -1.91093
H  -2.23474  -2.57564  -0.69893
H  1.97926  -1.09054  2.93707
H  2.03006  -0.16454  5.20867
H  0.99826  2.02706  5.68477
H  -0.06484  3.30646  3.86187
H  -0.13234  2.36006  1.57427
H  3.40966  -0.71114  -0.06553
H  4.73786  -2.78204  0.20467
H  3.60676  -4.88114  0.84687
H  1.18216  -4.88304  1.29857
H  -0.12844  -2.82184  1.05267
N  1.80776  -3.33114  -2.83953
N  1.90386  -1.94484  -2.37873
H  1.44916  -3.85024  -2.03653
H  2.77556  -3.63734  -2.95923
H  0.95326  -1.62724  -2.18593
H  2.23586  -1.38134  -3.15913

Properties
HOMO, eV: -4.18
Molar mass, g/mol: 809.8
Charge: -1
Largest force on an atom, Eh/bohr: 0.0272